25
Properties=species:S:1:pos:R:3:forces:R:3:mulliken_charge:R:1 method="wB97M-V/def2-TZVPD" relative_energy_kcal_mol=123.1 smiles=CN(C)c1ccccc1.BC#N multiplicity=1 e_tot_ev=-13196.4880
C -2.18937 4.40135 0.21637 0.49 -0.11 0.06 -0.957
N -3.39678 4.15700 -0.55210 1.78 1.17 -0.87 0.106
C -4.56582 4.73323 0.01808 0.36 0.15 -0.25 -1.346
C -3.52954 3.13334 -1.48101 0.02 -0.11 -0.90 0.327
C -2.71774 3.20863 -2.63591 -0.41 -0.49 -0.19 -0.272
C -2.89552 2.28071 -3.67156 0.37 0.21 0.67 -0.496
C -3.79093 1.21584 -3.50450 -0.16 0.35 0.08 -0.445
C -4.62048 1.15578 -2.37868 0.39 0.36 -0.10 -0.601
C -4.52798 2.14125 -1.38965 0.33 -0.02 -0.02 -0.264
H -1.35908 3.70495 -0.05599 -0.79 0.49 0.08 0.334
H -1.81705 5.44666 0.07736 -0.24 -0.65 0.13 0.260
H -2.40197 4.26274 1.30890 0.22 0.04 -0.62 0.338
H -5.35933 4.85210 -0.71467 -0.09 -0.02 0.04 0.302
H -4.35105 5.67754 0.52704 0.00 -0.12 -0.20 0.341
H -4.73436 3.96772 0.70358 -2.08 -0.69 2.19 0.610
H -2.01757 4.05387 -2.72016 -0.39 -0.52 -0.03 0.369
H -2.31407 2.41174 -4.59171 -0.24 -0.28 0.37 0.337
H -3.86891 0.46190 -4.27507 -0.07 -0.02 -0.04 0.362
H -5.33450 0.33909 -2.26269 0.17 0.26 -0.08 0.363
H -5.20371 2.11263 -0.52866 0.31 0.00 -0.29 0.328
B -7.98113 3.43322 2.43613 4.21 1.81 -3.06 0.018
C -7.14313 2.18363 2.47045 -1.16 -0.71 0.89 0.344
N -6.39378 1.31665 2.38647 0.42 -0.43 -0.06 -0.403
H -7.24336 4.34712 2.79916 -1.57 -0.21 1.35 0.022
H -8.07403 3.72835 1.24121 -1.87 -0.43 0.84 0.022